Molecular formula: C14H26KO8S4
Method: DFT, the ωB97M-V functional and the def2-TZVPD basis

Geometry as XYZ:
```
53
Properties=species:S:1:pos:R:3:forces:R:3
K 0.57102 -0.51442 -0.31852 -0.843 -0.301 0.429
S 2.71516 0.34909 3.07586 -2.155 0.439 -0.639
S -0.26443 2.79085 -2.03882 -0.146 -1.027 0.354
S 0.06756 -2.66220 -3.47888 -0.028 -1.613 1.484
S 4.17671 0.05130 -0.97943 0.340 -0.503 1.029
O 2.98366 0.89183 -0.57698 0.980 -0.702 -0.379
O -0.23323 1.27102 -2.18185 -0.050 1.570 0.066
O -5.99931 0.60961 2.24445 0.312 -0.164 -0.247
O 0.88216 -2.54937 -2.21164 0.304 0.400 -0.546
O 2.24874 -0.43541 1.88410 0.865 -0.326 0.185
O -1.46353 0.42774 1.47013 -0.577 -1.623 -1.082
O -6.22562 -2.09314 1.45582 0.566 1.188 -0.084
O -1.93263 -2.13225 -0.07985 0.950 1.657 1.217
C -5.15885 -1.46856 1.30284 -0.532 -0.929 0.226
C 5.37792 0.11803 0.46546 -0.698 0.928 0.206
C -2.03432 3.25063 -1.83165 0.817 -0.067 0.325
C 1.14201 0.45912 4.05665 0.824 0.170 0.513
C 0.36906 3.12819 -0.34416 -0.032 -0.380 -0.805
C -3.67589 0.55606 1.88754 -2.915 -0.629 -0.034
C -1.32583 -3.79162 -2.95862 -0.183 0.637 -0.524
C -0.82570 -1.15836 -3.69581 -1.044 0.077 -0.165
C 2.73843 2.07694 2.43161 -0.100 -0.655 0.164
C -4.03994 -2.10449 0.65017 -3.171 0.841 1.246
C 3.68552 -1.74094 -0.81385 -0.241 0.732 0.297
C -2.64903 -0.14453 1.35894 3.964 1.011 0.476
C -4.99258 0.02045 1.83390 -0.997 -0.762 0.356
C -2.82232 -1.55468 0.67841 1.750 -0.030 -2.542
H -0.20042 -0.27777 -3.84307 0.250 -0.343 0.340
H -2.54260 3.08560 -2.78167 0.130 -0.226 0.114
H -1.00722 -4.83063 -2.87475 0.392 0.157 -0.534
H 3.33474 -1.85858 0.21143 -0.156 0.025 -0.030
H -2.08907 4.31276 -1.59294 0.083 0.026 0.070
H 0.56400 -0.44961 3.88866 0.195 0.080 -0.426
H 5.56904 1.16845 0.68496 0.200 0.377 -0.839
H 6.34473 -0.36147 0.31227 -0.330 -0.297 -0.203
H 4.90825 -0.10950 1.42240 -0.236 -1.076 -0.296
H -1.78169 -3.56600 -1.99457 0.433 0.871 0.284
H -4.35763 -2.94650 0.05311 0.602 -0.358 0.046
H -1.51087 -1.04438 -2.85577 0.104 0.277 0.132
H 1.42310 0.46986 5.10972 -0.032 0.212 0.107
H 1.38204 2.72627 -0.32360 0.068 -0.067 -0.350
H 3.57430 2.12853 1.73392 0.061 0.134 0.235
H -0.21631 2.54504 0.36673 -0.394 0.291 0.195
H 0.55290 1.34063 3.80371 0.069 -0.165 -0.190
H 1.82768 2.18436 1.84246 -0.065 -0.061 0.205
H -1.40877 -1.28593 -4.60787 -0.142 -0.097 -0.098
H 2.88106 -1.90455 -1.53091 -0.166 0.106 0.038
H -3.69098 1.51126 2.39130 0.898 0.195 -0.133
H -2.43511 2.65177 -1.01383 -0.139 -0.092 -0.106
H 2.78170 2.80603 3.24072 0.151 -0.032 -0.049
H 4.43998 -2.50039 -1.01909 0.481 0.528 -0.076
H -2.10312 -3.65186 -3.70988 -0.018 -0.355 -0.190
H 0.44550 4.20578 -0.19907 -0.397 -0.051 0.230
```
Positions in Å, forces in eV/Å.

Results
Maximum force   0.0801 hartree/bohr
E_HOMO   -0.1081 Ha
E_LUMO   1.6 eV
Total charge   -1
E   -3343.5917 a.u.


Molecular formula: C14H26N5O8P2RhS
Method: DFT, the ωB97M-V functional and the def2-TZVPD basis

Geometry as XYZ:
```
57
Properties=species:S:1:pos:R:3:forces:R:3
Rh -0.04324 -0.38510 -0.98811 1.341 1.451 1.537
S 0.07825 0.20715 1.51386 -0.168 1.338 -0.807
P 2.99414 0.56637 -1.57272 0.663 1.001 -0.023
P 0.65689 2.01148 -2.42172 2.152 1.148 0.174
O 1.10788 1.24545 1.47390 0.022 -0.167 -0.051
O 0.77797 0.92720 -3.44294 -0.570 -0.801 0.117
O 0.16802 3.41475 -2.93616 -0.364 -0.089 -0.121
O 2.32199 2.98796 -0.50572 0.711 0.578 0.277
O -0.19112 1.65668 -1.20053 -0.734 -0.677 0.509
O 2.04036 -0.31048 -0.77953 -0.787 -0.315 0.135
O 3.32744 0.04007 -2.99842 0.118 -0.271 -0.142
O 4.40769 0.60253 -0.90455 0.017 -0.222 0.031
N -0.14775 -2.39306 -0.83230 -0.437 -0.838 -0.411
N -4.08675 -0.75954 -1.57564 -0.041 0.039 -0.036
N -1.98466 -0.62061 -1.24715 -0.297 -0.432 0.155
N -0.50958 -5.10458 -0.89915 0.413 -0.959 0.041
N -3.69532 -2.03203 -1.41303 0.125 -0.386 0.011
C -2.40980 -1.93159 -1.21849 -0.461 0.922 -0.077
C 0.88580 -3.22509 -0.71639 0.569 0.278 0.143
C -1.56078 0.97904 1.86543 -0.113 -0.283 -0.213
C 0.48798 -0.74286 3.03627 -0.090 -0.936 -0.617
C 2.41039 2.31620 -1.70876 -1.870 -1.179 -1.034
C -1.38714 -2.92604 -1.01816 0.865 -0.650 0.227
C -1.54446 2.50063 1.75586 0.355 0.159 0.074
C 3.23583 3.10216 -2.70947 0.538 -0.085 0.163
C 0.70807 -4.59807 -0.75424 -0.740 0.099 -0.037
C -0.85562 3.18988 2.93307 -0.080 -0.122 -0.054
C -0.04082 -2.16731 3.04402 -0.253 -0.027 -0.038
C -3.06948 0.09167 -1.48295 -0.046 0.221 -0.064
C -1.54555 -4.31267 -1.03566 -0.348 0.966 0.024
C -1.55406 -2.26822 2.85680 0.175 -0.044 0.065
H -1.85293 -1.92468 1.85971 -0.079 0.021 0.025
H 1.86776 -2.78609 -0.59210 -0.069 0.121 -0.031
H -1.08845 2.79239 0.81126 0.000 0.037 -0.056
H -2.08946 -1.68577 3.60752 -0.041 0.016 -0.041
H 2.57879 0.08471 -3.62308 -0.082 0.152 0.078
H 4.51695 0.30115 0.00540 -0.067 0.051 -0.022
H -3.12280 1.16380 -1.59152 -0.022 -0.015 0.004
H 4.30008 2.97033 -2.50205 -0.021 0.105 -0.031
H 1.57676 -0.70717 3.05741 -0.005 0.125 -0.092
H -5.06043 -0.56183 -1.76683 0.013 0.041 -0.002
H 0.27444 3.58763 -3.88340 -0.014 -0.022 0.100
H 3.05594 2.77672 -3.73323 -0.030 0.017 -0.010
H 0.20410 2.95070 2.96778 0.056 0.011 0.048
H 0.46371 -2.74655 2.26710 0.087 -0.006 0.064
H -2.58886 2.82045 1.71936 -0.040 -0.145 -0.050
H -1.87502 -3.30312 2.95939 -0.036 0.000 -0.043
H 0.23808 -2.61144 4.00136 0.064 0.020 -0.020
H -1.31628 2.89261 3.87740 0.008 0.042 0.013
H 1.53149 -5.29252 -0.66427 0.086 0.055 0.003
H 0.08364 -0.12939 3.84340 -0.072 0.183 -0.158
H -0.94627 4.27040 2.84283 -0.026 -0.001 0.001
H -2.22849 0.51785 1.13712 -0.042 0.005 0.096
H 1.87667 2.48272 0.17694 -0.354 -0.330 0.214
H -1.85266 0.65738 2.86539 0.077 -0.114 0.005
H 3.00455 4.15999 -2.60232 -0.121 -0.015 -0.021
H -2.53390 -4.74225 -1.15799 0.063 -0.072 -0.033
```
Positions in Å, forces in eV/Å.

Results
Maximum force   0.0487 hartree/bohr
E_HOMO (alpha / beta)   -0.5495 / -0.5495 Ha
E_LUMO (alpha / beta)   -9.2 / -9.2 eV
Total charge   +2
Relative energy (zero: lowest compared OMol25 entry of this formula, charge and spin)   34.1 kcal/mol
E   -2615.8741 a.u.


Molecular formula: C14H26NO7P
Method: DFT, the ωB97M-V functional and the def2-TZVPD basis

Geometry as XYZ:
```
49
Properties=species:S:1:pos:R:3:forces:R:3
P -1.78835 0.32196 -5.08331 -2.220 -2.250 -0.435
O -0.52667 0.38204 3.82421 0.323 -0.103 -0.083
O 2.23904 -2.13986 -1.07986 -0.186 0.043 -0.406
O -2.33717 1.15647 -6.46347 1.910 -1.452 1.440
O 2.04374 1.80072 -1.78921 -2.558 0.179 -1.157
O 0.58886 2.78564 -4.43268 -1.531 -2.210 2.807
O -0.35415 -0.53150 -5.47011 -1.550 2.201 1.547
O -2.54766 3.45207 -0.86912 2.379 -3.184 -1.519
N -2.91979 -0.70582 -4.59986 1.317 1.736 -0.828
C -1.73978 0.39001 3.08993 -0.058 0.043 0.043
C -1.51631 -0.13972 6.01533 -0.092 -0.109 -0.042
C -2.33019 1.63838 -2.59395 2.601 -0.152 -1.583
C 1.93233 -1.38053 1.22912 0.042 0.101 0.081
C 3.65490 -2.08547 -1.07514 0.115 -0.022 0.066
C 0.04468 2.17557 -3.49585 0.611 0.777 -0.987
C 1.61526 -2.41256 0.16407 -0.019 0.086 0.182
C -1.38192 1.43930 -3.63393 -0.575 1.332 1.809
C 4.31196 -3.37898 -0.62615 -0.030 -0.129 0.043
C -0.60491 0.75531 5.19354 -0.092 -0.018 0.018
C -0.28301 2.30926 -0.97309 1.314 -0.521 -2.256
C 0.66993 2.08929 -2.01368 -2.232 -0.038 1.643
C -2.40093 1.75161 3.03222 -0.029 0.206 0.040
C -1.82225 2.57724 -1.38411 -0.360 1.107 0.402
H 2.33013 1.20603 -2.52146 -0.155 0.697 0.641
H 0.07377 -0.67009 -4.58886 -0.210 -0.165 -0.988
H 1.63661 -0.38181 0.89353 -0.015 -0.096 0.050
H -2.54946 -0.10472 5.66473 0.010 0.072 0.070
H 0.41093 0.68591 5.59146 -0.023 -0.025 -0.241
H -3.34587 1.13201 -2.61166 1.379 0.883 0.011
H -3.75499 -0.62940 -5.19478 0.437 -0.118 0.405
H -1.71940 2.48833 2.59613 -0.087 -0.069 -0.005
H 1.86672 -3.42111 0.50622 0.068 -0.009 0.034
H -0.90018 1.80609 5.28191 -0.081 -0.011 0.029
H 2.99850 -1.34544 1.45920 -0.029 -0.054 0.065
H 3.95901 -1.87306 -2.10397 -0.196 -0.007 0.029
H -2.36291 0.48301 -7.18792 0.034 0.718 0.671
H 0.02745 2.24868 0.11622 -0.574 0.367 -1.508
H -1.50696 0.16906 7.06340 0.020 -0.015 -0.074
H 5.39973 -3.29079 -0.68013 -0.077 0.008 -0.013
H -2.68121 2.11400 4.02248 -0.075 -0.043 -0.021
H -1.48864 0.08127 2.07200 0.193 -0.067 0.121
H 3.99642 -1.23830 -0.47087 0.053 -0.046 0.068
H 3.99640 -4.20879 -1.26441 0.043 0.084 0.015
H 1.39875 -1.61335 2.15401 0.002 0.069 -0.073
H -2.42528 -0.36789 3.48152 -0.078 0.031 0.040
H -3.30758 1.70887 2.42356 0.081 0.012 0.016
H 4.04710 -3.63776 0.40058 0.082 0.066 0.000
H -1.18538 -1.18013 5.95446 0.012 0.089 0.027
H 0.53876 -2.41106 -0.02228 0.105 0.005 -0.193
```
Positions in Å, forces in eV/Å.

Results
Structure (SMILES)   N=P(O)(O)C1=CC(=O)C=C(O)C1=O.CCOCC.CCOCC
Maximum force   0.0827 hartree/bohr
E_HOMO   -0.3393 Ha
E_LUMO   -1.5 eV
Total charge   0
Relative energy (zero: lowest compared OMol25 entry of this formula, charge and spin)   57.4 kcal/mol
E   -1471.7092 a.u.